(1)
Here is a structure of composition C32H50FIN7O3PPd from the Open Molecules 2025 dataset. Energies are from ωB97M-V/def2-TZVPD.

```
96
Properties=species:S:1:pos:R:3:forces:R:3
Pd 2.734 -3.658 -0.134 0.03 -0.21 0.48
C -4.547 -0.871 -0.776 -1.10 -1.59 -0.68
C -4.097 -1.331 -2.211 0.93 1.52 0.02
N -2.682 -1.023 -2.552 -0.25 1.56 -0.88
C -1.749 -1.991 -2.324 -0.78 0.55 0.52
C -0.438 -1.946 -2.616 1.48 -0.18 0.79
C 0.391 -2.911 -1.690 3.01 1.21 -2.96
O -0.249 -3.657 -1.008 -0.63 -1.16 1.42
O 1.692 -2.764 -1.829 -2.66 -0.01 0.61
C 0.103 -0.842 -3.420 0.48 0.84 -1.81
O 1.075 -0.718 -4.194 -1.63 -0.83 2.16
C -0.842 0.346 -3.400 -2.34 -0.79 0.78
C -0.420 1.587 -3.771 2.89 -0.65 -0.38
C -1.204 2.650 -3.940 -2.31 2.05 -0.28
F -0.643 3.831 -4.365 -0.67 -0.54 0.27
C -2.600 2.519 -3.746 0.65 -0.38 0.08
C -3.077 1.294 -3.264 -1.87 1.69 -0.70
C -2.257 0.228 -3.069 2.18 -2.86 0.82
N -3.616 3.531 -4.176 1.44 -1.49 0.23
C -3.787 4.661 -3.225 0.09 1.61 -1.50
C -4.900 5.606 -3.806 -1.14 -0.19 0.26
N -5.321 5.058 -5.108 -1.45 0.78 -0.22
C -4.234 5.034 -6.046 -0.01 -1.53 0.17
C -3.395 3.796 -5.680 -0.42 -0.18 -0.05
H -3.834 -0.233 -0.276 0.14 0.08 0.01
H -4.743 -1.807 -0.172 0.41 1.17 -0.40
H -5.532 -0.371 -0.867 0.56 -0.08 0.18
H -4.670 -0.822 -3.004 -0.21 -0.56 0.38
H -4.137 -2.402 -2.319 -0.53 -0.24 -0.11
H -2.193 -2.791 -1.729 0.77 -0.16 -0.18
H 0.644 1.703 -4.014 -0.33 -0.11 0.10
H -4.177 1.205 -3.163 0.74 -0.08 0.16
H -2.857 5.213 -3.310 0.26 -0.05 0.43
H -3.927 4.326 -2.205 -0.13 -0.35 -0.06
H -4.477 6.614 -3.855 0.04 0.03 -0.28
H -5.803 5.711 -3.161 0.73 -0.44 -0.29
H -6.179 5.445 -5.572 1.21 -0.22 1.36
H -4.486 3.022 -4.195 -0.54 -0.09 0.19
H -3.642 5.907 -6.046 0.91 1.25 0.30
H -4.632 4.974 -7.038 -0.12 -0.41 -0.67
H -2.318 3.889 -5.894 -0.57 -0.07 0.22
H -3.814 2.842 -6.096 0.57 1.02 -0.04
I 4.571 -5.379 -2.348 0.09 0.14 0.06
C 4.713 -3.826 -0.861 -0.01 -0.22 0.67
H 5.103 -2.946 -1.327 0.00 0.54 -0.74
H 5.492 -4.123 -0.156 -0.23 -0.39 0.03
N 2.121 -3.187 1.723 0.52 2.27 1.01
P 2.078 -1.709 2.362 -1.12 -2.85 -0.66
N 3.361 -0.702 2.206 0.97 0.74 -0.01
C 3.560 0.504 3.030 0.20 -0.09 -0.65
C 5.018 0.604 3.540 -0.58 0.75 0.51
C 6.012 0.496 2.392 -0.95 0.55 -0.50
C 5.729 -0.706 1.509 -0.13 -0.97 -0.50
C 4.255 -0.754 1.055 0.55 -1.61 0.17
N 0.751 -0.837 1.848 -1.00 1.93 -0.45
C 0.932 0.034 0.655 -0.66 0.98 1.05
C -0.153 1.158 0.706 -0.52 0.79 0.41
C -1.567 0.567 0.833 -0.51 -0.40 0.24
C -1.775 -0.485 1.938 1.85 0.54 -0.20
C -0.587 -1.458 1.834 0.38 -1.34 -0.19
N 1.861 -1.616 4.015 -0.11 -0.57 0.45
C 2.883 -2.237 4.814 0.40 0.01 0.58
C 2.349 -3.434 5.657 -0.69 -0.49 -0.54
C 0.808 -3.584 5.488 0.43 1.04 0.44
C 0.152 -2.255 5.772 1.26 2.04 -0.36
C 0.826 -1.082 4.869 -0.54 -0.31 -0.01
H 2.861 0.549 3.850 -0.17 -0.44 0.34
H 3.277 1.413 2.438 0.56 -0.41 0.05
H 5.249 -0.116 4.345 -0.36 0.00 -0.41
H 5.057 1.610 4.023 0.34 -0.56 -0.29
H 7.018 0.683 2.711 0.74 -0.55 0.28
H 5.805 1.351 1.760 -0.08 0.52 -0.36
H 5.851 -1.679 2.013 0.26 0.37 0.22
H 6.365 -0.784 0.598 -0.23 0.40 0.59
H 4.145 -1.745 0.524 -0.25 1.10 0.57
H 3.972 0.017 0.365 0.16 0.73 -0.60
H 0.820 -0.587 -0.215 -0.07 -0.21 -0.86
H 1.925 0.512 0.626 -0.39 -0.42 0.19
H -0.253 1.834 -0.182 0.78 -0.71 0.24
H 0.049 1.882 1.545 -0.01 -0.92 -0.48
H -1.778 0.083 -0.122 0.03 -0.18 -0.20
H -2.359 1.311 0.957 0.24 0.46 -0.12
H -2.710 -1.018 1.785 -0.11 -0.07 0.12
H -1.773 0.027 2.922 -0.10 -0.37 -0.37
H -0.622 -2.086 0.930 -0.44 0.39 -0.33
H -0.648 -2.267 2.567 0.20 0.36 0.50
H 3.327 -1.474 5.508 -0.31 -0.33 -0.39
H 3.680 -2.526 4.130 0.13 -0.31 0.20
H 2.629 -3.285 6.704 0.00 -0.30 -0.07
H 2.745 -4.366 5.241 0.41 0.14 0.43
H 0.298 -4.319 6.123 0.62 -0.25 -0.21
H 0.656 -3.797 4.445 -0.25 -0.49 -0.49
H 0.274 -1.967 6.823 -0.01 -0.14 -0.05
H -0.896 -2.242 5.563 -0.79 -0.20 -0.14
H 1.344 -0.295 5.489 -0.80 -0.53 -0.16
H 0.040 -0.619 4.241 0.56 -0.05 0.46
```
Positions in Å, forces in eV/Å.

Net charge: 0
HOMO level (spin up / spin down) (eV): -5.2 / -6.1
Lowest unoccupied orbital energy (spin up / spin down) (eV): -1.0 / -1.0
Spin multiplicity: 3
Gap between HOMO and LUMO (spin up / spin down) (eV): 4.2 / 5.0
Electronic energy (Eh): -2724.961316

Löwdin population analysis, charges in e, atoms 1 to 4: 0.738, -0.047, -0.153, -0.051

***

(2)
Here is a structure of composition C32H50P2Tc from the Open Molecules 2025 dataset. Energies are from ωB97M-V/def2-TZVPD.

```
85
Properties=species:S:1:pos:R:3:forces:R:3
Tc -0.105 -0.119 -0.510 1.60 2.87 1.79
C 1.188 -1.854 -0.487 0.01 -0.66 -0.56
C 0.106 -2.076 0.430 0.63 -0.68 -0.22
C -0.794 -1.855 -1.700 0.12 -0.78 0.73
C 0.631 -1.755 -1.809 -0.12 -0.54 0.53
C -1.123 -2.013 -0.310 -0.50 -1.09 -1.24
C 2.631 -1.970 -0.124 0.06 -0.13 -0.14
H 2.781 -1.766 0.941 0.13 0.09 0.00
H 3.231 -1.251 -0.687 0.00 -0.08 0.13
H 3.016 -2.971 -0.353 -0.01 0.07 0.01
C 1.385 -1.657 -3.083 -0.10 0.18 -0.59
H 2.449 -1.863 -2.927 -0.28 0.13 -0.13
H 1.273 -0.645 -3.507 0.10 -0.57 0.08
H 0.999 -2.357 -3.835 0.05 -0.05 0.27
C -1.734 -1.863 -2.846 -0.08 0.06 -0.37
H -1.472 -2.618 -3.595 0.10 -0.07 0.23
H -1.702 -0.895 -3.354 -0.03 -0.33 0.06
H -2.752 -2.063 -2.508 0.08 0.12 -0.12
C -2.496 -2.247 0.225 -0.32 -0.01 -0.03
H -2.465 -2.482 1.295 -0.17 0.03 -0.08
H -2.990 -3.078 -0.295 0.12 0.13 0.16
H -3.129 -1.359 0.099 0.11 -0.23 0.09
C 0.279 -2.717 1.804 -2.14 4.23 0.11
H 0.866 -3.786 1.915 0.02 -1.71 0.48
H -0.679 -3.260 1.951 0.67 -0.54 0.02
H 1.381 -3.188 1.583 0.70 0.08 -0.33
C 1.060 1.891 -0.311 0.26 -0.34 0.52
C 1.580 1.019 0.672 -0.16 0.85 -1.09
C 1.241 1.134 2.133 -0.18 -0.19 0.48
C -0.262 1.203 2.432 0.32 0.18 0.12
C -1.117 0.501 1.398 -0.77 0.65 -0.10
C -1.718 1.182 0.306 -0.28 -0.41 1.26
C -1.415 2.633 0.039 -0.07 0.43 -0.24
C 0.087 3.000 -0.023 -0.30 0.69 0.18
H 1.746 2.000 2.598 0.03 -0.18 -0.33
H -0.592 2.248 2.567 0.03 -0.41 -0.14
H 1.615 0.238 2.642 0.17 0.36 -0.20
H 0.367 3.472 0.929 0.02 0.00 -0.17
H 1.743 2.118 -1.143 -0.72 -0.54 0.33
H 2.592 0.637 0.487 -0.47 -0.07 -0.18
H 0.203 3.780 -0.794 0.04 -0.27 0.32
H -1.914 2.953 -0.893 0.26 -0.27 0.36
H -2.755 0.889 0.092 0.62 -0.07 -0.13
H -1.870 3.241 0.841 -0.05 -0.17 -0.21
H -0.414 0.680 3.384 -0.15 0.42 -0.13
H -1.700 -0.320 1.830 0.19 0.14 -0.38
P 2.932 1.072 -2.874 1.48 0.23 -0.98
C 3.941 0.039 -4.040 -0.10 -0.19 0.14
H 4.727 0.649 -4.504 -0.20 -0.18 0.07
H 3.293 -0.374 -4.823 0.20 0.03 0.11
H 4.404 -0.793 -3.496 0.02 0.11 -0.19
C 2.530 2.360 -4.131 -0.41 0.08 0.18
H 3.448 2.834 -4.506 -0.29 -0.14 0.05
H 1.882 3.118 -3.678 0.10 0.02 -0.22
H 1.992 1.887 -4.962 0.06 0.20 0.14
C 4.384 1.934 -2.121 -0.15 -0.02 0.28
H 5.019 2.366 -2.908 -0.14 -0.10 0.30
H 4.965 1.209 -1.538 -0.04 0.22 -0.06
H 4.038 2.728 -1.450 0.19 -0.06 -0.06
P -3.313 0.827 -2.406 -1.12 0.29 -1.26
C -4.861 -0.151 -2.102 0.17 -0.15 0.36
H -5.723 0.349 -2.564 0.22 -0.19 0.11
H -5.030 -0.230 -1.021 -0.17 -0.04 -0.15
H -4.771 -1.164 -2.514 -0.05 0.20 0.11
C -4.132 2.482 -2.336 0.17 0.20 0.23
H -5.068 2.460 -2.915 0.32 0.08 0.22
H -3.458 3.236 -2.766 -0.22 -0.10 0.14
H -4.353 2.757 -1.297 0.01 0.05 -0.23
C -3.402 0.698 -4.254 0.23 0.04 0.01
H -4.371 1.070 -4.611 0.26 -0.12 0.03
H -3.276 -0.341 -4.578 -0.07 0.24 -0.04
H -2.597 1.304 -4.688 -0.18 -0.12 -0.07
C 0.420 -1.773 2.938 -0.05 -1.32 0.74
C 0.416 -1.457 4.124 0.18 -0.72 -0.10
C 0.494 -1.187 5.532 -0.23 0.02 -1.11
C -0.669 -0.980 6.309 0.13 -0.43 -2.15
C -0.566 -0.722 7.676 0.96 0.31 2.08
C 0.696 -0.676 8.288 0.05 0.07 0.38
C 1.855 -0.898 7.530 -0.59 0.50 2.33
C 1.751 -1.152 6.168 -0.08 -0.33 -2.27
H -1.648 -1.030 5.828 0.29 0.04 0.16
H -1.469 -0.559 8.269 0.30 -0.04 -0.18
H 0.776 -0.470 9.357 -0.04 -0.09 -0.41
H 2.840 -0.875 8.004 -0.36 0.01 -0.13
H 2.650 -1.336 5.565 -0.41 0.11 0.34
```
Positions in Å, forces in eV/Å.

Net charge: +2
HOMO level (spin up / spin down) (eV): -10.2 / -12.4
Lowest unoccupied orbital energy (spin up / spin down) (eV): -7.1 / -10.5
Spin multiplicity: 4
Gap between HOMO and LUMO (spin up / spin down) (eV): 3.1 / 1.9
Electronic energy (Eh): -2011.860666

Löwdin population analysis, charges in e, atoms 1 to 4: 1.319, -0.313, -0.261, -0.283

***

We obtain max |F| values of 4.4 4.7 eV/A for the records listed above, in that order.